[1]
Molecular formula: C37H47N3O6S2SiTi
Method: DFT, the ωB97M-V functional and the def2-TZVPD basis

Results
Orbital gap ... 7.3522 eV
F_max ... 1.21 eV/Å
E ... -3989.4825 Ha
ΔE to the lowest compared entry with this formula, charge and spin ... 1.5004 eV
E_LUMO ... -0.09 eV

Element x y z (Å)
H 0.16738 3.12298 3.95213
C -0.84715 -0.63144 -2.89645
C 2.97529 -4.36554 3.31015
H -3.26208 2.87214 -2.43786
C 3.06068 -3.15138 2.59899
H 5.22029 -3.08542 2.54161
H -3.13771 1.12506 -2.21681
H -4.21925 4.30750 -0.61015
H 2.21056 5.00387 -0.59436
C -3.08646 -2.16502 -3.52256
C -4.49635 3.42807 -0.02741
C -1.10577 -0.97536 -4.21797
H -0.38817 -4.60745 3.49857
H -2.06277 5.12522 -0.94163
O -2.29534 2.59668 -0.01750
C 1.89308 -2.47475 2.19843
H -3.94778 -2.76449 -3.77905
H -1.09072 6.24212 -1.91514
H 5.28535 -0.89501 1.37856
Si -0.70680 2.33637 -0.14926
H 1.44042 4.35781 -2.05033
H -5.16295 -3.22519 -0.42515
C -1.12376 5.24087 -1.48193
O -0.10420 1.30494 1.04659
N 1.04769 -0.39835 -1.36672
C 4.30832 -2.57031 2.26360
C 2.87554 -3.49472 -1.27483
C 5.04802 -4.30102 -1.91427
O -3.61021 -2.17451 -1.13931
H -5.54899 3.20831 -0.21223
C 0.63071 0.71348 3.31880
C 3.13893 -0.73793 1.25005
H 1.47697 6.10877 -1.77020
C 0.05713 5.04984 -0.53854
C 1.86736 -2.41673 -1.22210
H -4.38860 -3.96608 -1.84446
H -3.40088 0.16999 0.22834
N 1.96520 -1.28782 1.49146
C -2.83761 -1.82720 -2.19792
H 0.46642 0.93126 4.37559
H 2.25856 1.08979 0.51561
H -2.42162 -2.01244 -5.55026
C -2.21968 -1.73707 -4.52357
H 4.27830 -2.35564 -2.41935
H -5.44564 -2.54145 -2.04338
C -1.71146 -1.05624 -1.89987
C 1.37886 5.13407 -1.28869
Ti 0.12845 -1.01239 0.18765
C 0.00894 6.09106 0.57219
C 4.34848 -1.37683 1.62347
O 0.76447 -2.63911 -0.51404
H -4.22394 1.21229 1.40695
C 3.58546 -5.69582 -0.61084
O -1.45979 -0.70302 -0.60874
H -0.62087 3.78750 2.52026
H -2.39858 2.04822 2.37754
C 4.79639 -5.50110 -1.25764
H 1.66392 -5.80165 4.17758
S -0.10179 1.93548 -2.16896
H -5.06508 0.67674 -0.04990
C 4.09424 -3.29842 -1.92182
C 0.10711 3.05925 2.86406
S -0.89194 -2.23766 2.05440
H -1.85223 1.50785 3.96977
H 1.04886 0.25590 -3.32865
H 3.38700 -6.62710 -0.09594
C 2.62434 -4.69454 -0.61740
H 1.67927 0.90892 3.09312
H 3.88881 -4.87220 3.59508
C -3.63365 2.23108 -0.41109
H 1.08048 3.31306 2.44818
H -4.72740 1.89674 -2.22797
C 3.22804 0.61155 0.60331
H -2.00708 0.33606 2.65503
H 5.54723 -6.28108 -1.25007
C 0.35559 0.18821 -2.48866
N 2.07269 -1.26657 -1.77228
H 0.11317 7.09540 0.15877
C -0.28296 1.62705 2.52620
C -4.09828 0.99523 0.34603
H -4.36947 3.65563 1.03197
H 5.99330 -4.14809 -2.41923
H 1.68204 -4.82651 -0.10201
C -3.68786 2.01415 -1.91562
H -0.94057 6.03308 1.10687
H -1.10095 4.51977 -2.30093
C -4.71125 -3.02459 -1.39261
C -1.73137 1.36274 2.89415
H 3.65810 0.52049 -0.39512
H -0.42899 -0.64964 -4.99824
H 0.81962 5.92174 1.28188
C 1.74691 -4.87325 3.62737
C 0.57929 -4.19542 3.24213
H 3.88710 1.24460 1.20204
C 0.61327 -3.01505 2.52953
H 0.40117 -0.33195 3.15512
O 0.00125 3.77163 0.11787

---

[2]
Molecular formula: C28H27CdN3SSi
Method: DFT, the ωB97M-V functional and the def2-TZVPD basis

Results
Orbital gap (alpha / beta) ... 3.4691 / 3.4704 eV
F_max ... 3.42 eV/Å
E ... -2102.5169 Ha
ΔE to the lowest compared entry with this formula, charge and spin ... 4.0777 eV
E_LUMO (alpha / beta) ... -0.74 / -0.74 eV

Element x y z (Å)
C 0.52339 1.70198 0.21408
H -2.37872 2.96630 -0.88414
H -1.67639 1.09177 -7.88325
Si 0.16820 -0.74039 -3.59157
C -1.36471 2.59335 -0.75395
H 1.22526 1.41736 0.99497
H -1.37281 1.90979 1.37011
C -2.35233 0.50117 -4.09180
C 2.60498 -1.33032 -6.99520
H 0.62192 -0.36439 7.20490
H -1.09953 -5.38366 -5.08728
C -3.12000 1.24916 -6.27619
C -0.86248 0.41816 -6.00962
C 0.35536 -0.44354 3.33326
H -0.46433 -5.54876 -4.18556
Cd 0.27486 -0.11419 -1.28911
C -3.34220 1.06680 -4.90190
C -1.64885 -2.63708 -1.38553
C 0.27135 -1.63840 5.47652
H -4.29627 1.36710 -4.46090
C -0.39416 -1.96017 1.94140
N 0.04347 -0.68888 2.01675
H 1.89259 2.31026 -1.48421
H 0.15730 -2.56952 6.03285
N -0.30025 -2.56407 3.17292
C -0.85306 2.00356 0.42141
C -0.31140 2.72942 -1.69081
S -2.49365 -4.01116 -0.76771
H 0.66720 1.66969 3.35974
C 3.56206 -0.36468 -6.65158
C 0.87749 2.18091 -1.11193
H -1.67626 -2.35829 -2.44095
H 0.79810 1.72509 5.89676
C -0.54703 -4.53249 -4.72250
H 4.31494 0.95081 -5.08667
H 4.29640 -0.03040 -7.38693
C 0.52635 -0.41006 6.11836
N -0.92850 -1.96079 -0.48092
C -1.08663 0.15659 -4.64105
H -3.92341 1.61323 -6.91840
H -0.55102 -3.53024 3.35754
C 1.56935 -1.05204 -4.80834
C -1.02303 -2.56587 0.77465
C -1.82354 -3.69029 0.79105
H -2.55134 0.31264 -3.02825
C 2.67093 -0.25303 -4.41174
H 0.10297 0.18074 -6.45242
H 2.74303 0.09591 -3.37936
C -1.87261 0.93558 -6.82288
C 0.17844 -1.63064 4.09299
H -0.36822 3.23946 -2.65290
H -0.01701 -4.29311 -5.64871
C 3.58979 0.18516 -5.36231
H 0.83021 -2.40820 -6.38918
C 0.64884 0.77882 5.37739
C 0.58734 0.77496 3.98032
H 2.61744 -1.78921 -7.98994
H -2.01568 -4.28337 1.68202
H -1.36203 -3.84806 -4.48800
H 0.24620 -4.25336 -3.98970
C 1.59572 -1.68640 -6.08000